# 1
This record from the Open Molecules 2025 dataset describes a molecular structure, C35H33BN7OPd. The level of theory is ωB97M-V with the def2-TZVPD basis set.

Each line ends with the Löwdin spin population.
CARTESIAN COORDINATES (ANGSTROEM)
Pd1 0.02533 0.34222 -0.06198  0.55
C1 -4.61316 -2.37444 0.09800  0.00
C2 -3.46405 -1.70609 -0.57130  0.02
C3 -3.03259 -1.79468 -1.89251  0.01
C4 -1.94043 -0.93242 -1.99685  0.02
N1 -1.75963 -0.35921 -0.80908  0.17
N2 -2.65381 -0.83888 0.06364  0.01
B1 -2.60273 -0.24563 1.49744  0.00
N3 -2.36301 1.25893 1.39012  0.00
N4 -1.26873 1.76702 0.72700  0.00
C5 -1.29685 3.10099 0.80601  0.00
C6 -2.42858 3.46444 1.53935  0.00
C7 -3.06984 2.29030 1.88936  0.00
C8 -4.32334 2.09979 2.66635  0.00
C9 -0.28362 3.98424 0.20542  0.00
C10 0.80058 3.50555 -0.52865  0.00
C11 1.73626 4.36510 -1.07513  0.00
C12 1.60065 5.73612 -0.89906  0.00
C13 0.52475 6.22962 -0.17536  0.00
C14 -0.40669 5.36355 0.37099  0.00
N5 -1.31203 -0.83444 2.17452  0.00
N6 -0.12273 -0.32254 1.79189  0.09
C15 0.86876 -0.91096 2.47279  0.02
C16 0.27358 -1.78406 3.37488  0.00
C17 -1.10716 -1.71075 3.15027  0.01
C18 -2.22691 -2.38595 3.86158  0.00
C19 2.27029 -0.60451 2.15988  0.01
C20 2.58337 0.31411 1.16831  0.03
C21 3.88403 0.51093 0.73392  0.00
C22 4.90806 -0.19149 1.35878  0.00
C23 4.62384 -1.06147 2.40217  0.00
C24 3.31091 -1.27051 2.80339  0.00
C25 -1.02468 -0.61926 -3.10344  0.00
C26 -1.17813 -1.21255 -4.35415  0.00
C27 -0.26777 -0.95713 -5.37120  0.00
C28 0.80896 -0.10660 -5.16123  0.00
C29 0.97530 0.51285 -3.92649  0.00
C30 0.05112 0.25791 -2.93228  0.02
H1 -5.12259 -3.02330 -0.60966  0.00
H2 -4.28108 -2.97985 0.94127  0.00
H3 -5.33132 -1.64465 0.47127  0.00
H4 -3.48776 -2.38154 -2.67086  0.00
H5 -3.57274 -0.54614 2.11235  0.00
H6 -2.75626 4.45735 1.78607  0.00
H7 -4.72249 3.07106 2.94818  0.00
H8 -5.07940 1.57795 2.08089  0.00
H9 -4.14563 1.52836 3.57665  0.00
H10 0.92494 2.43963 -0.70101  0.00
H11 2.56837 3.97187 -1.64351  0.00
H12 2.32675 6.41359 -1.32625  0.00
H13 0.40884 7.29529 -0.03542  0.00
H14 -1.23559 5.77050 0.93220  0.00
H15 0.76197 -2.39056 4.11770  0.00
H16 -1.83524 -3.01951 4.65282  0.00
H17 -2.90416 -1.65764 4.30639  0.00
H18 -2.80739 -2.99985 3.17323  0.00
H19 1.79801 0.96884 0.76954  0.01
H20 4.10419 1.23572 -0.03801  0.00
H21 5.93299 -0.03399 1.05136  0.00
H22 5.42861 -1.57661 2.90857  0.00
H23 3.09550 -1.95718 3.61192  0.00
H24 -2.00987 -1.88057 -4.53285  0.00
H25 -0.40517 -1.42179 -6.33794  0.00
H26 1.50762 0.09395 -5.96185  0.00
H27 1.79410 1.19935 -3.76001  0.00
H28 0.17335 0.81112 -1.98060  0.01
O1 0.55675 -1.72087 -0.44795  -0.01
N7 1.64812 -2.35539 -0.88146  0.00
C31 1.90843 -2.39810 -2.20377  0.00
C32 3.00692 -3.08048 -2.66818  0.00
C33 3.84888 -3.72156 -1.76797  0.00
C34 3.55369 -3.66241 -0.41343  0.00
C35 2.44280 -2.97163 0.01036  0.00
H29 1.20127 -1.87379 -2.82653  0.00
H30 3.19191 -3.10652 -3.73202  0.00
H31 4.71559 -4.26459 -2.11743  0.00
H32 4.17389 -4.15380 0.32185  0.00
H33 2.12387 -2.89236 1.03672  0.00

Forces on the atoms, in the same order (eV/Å):
Pd -1.4 -1.1 0.8
C 0.0 0.0 0.0
C 0.0 0.0 -0.1
C -0.1 0.1 0.0
C 0.1 -0.1 -0.2
N -0.1 -0.1 -0.5
N -0.1 0.2 0.2
B 0.1 -0.6 0.0
N 0.4 0.3 -0.3
N 0.3 -0.4 -0.3
C 0.3 0.1 -0.1
C -0.1 -0.2 0.0
C 0.1 0.0 -0.1
C -0.1 0.1 0.0
C 0.0 0.0 0.0
C -0.1 0.0 0.0
C 0.0 0.1 0.0
C 0.0 -0.1 0.0
C 0.1 0.0 0.0
C 0.0 -0.1 0.0
N -0.1 0.6 -0.5
N 0.1 -0.1 0.3
C -0.1 0.0 0.2
C 0.0 -0.2 0.1
C 0.3 -0.2 0.4
C 0.0 0.0 0.0
C -0.1 -0.1 0.3
C 0.1 0.2 -0.3
C 0.0 0.0 0.2
C 0.1 0.1 -0.1
C -0.1 0.0 0.1
C 0.1 0.0 -0.1
C 0.1 0.1 -0.1
C 0.1 0.0 0.1
C 0.0 0.0 0.0
C 0.0 0.0 0.0
C -0.2 0.0 -0.1
C -0.2 0.1 0.2
H 0.0 0.0 0.0
H 0.0 0.0 0.0
H 0.0 0.0 0.0
H 0.0 0.0 0.0
H 0.0 0.1 0.0
H 0.0 0.0 0.0
H 0.0 0.0 0.0
H 0.0 0.0 0.0
H 0.0 0.0 0.0
H 0.0 0.1 0.0
H 0.0 0.0 0.0
H 0.0 0.0 0.0
H 0.0 0.0 0.0
H 0.0 0.0 0.0
H 0.0 0.0 0.0
H 0.0 0.0 0.0
H 0.0 0.0 0.0
H 0.0 0.0 0.0
H 0.3 0.2 0.1
H 0.0 0.0 0.0
H 0.0 0.0 0.0
H 0.0 0.0 0.0
H 0.0 0.0 0.0
H 0.0 0.0 0.0
H 0.0 0.0 0.0
H 0.0 0.0 0.0
H 0.0 0.0 0.0
H -0.1 0.2 -0.5
O -0.3 0.6 0.1
N 0.5 0.4 -0.3
C -0.1 0.0 0.1
C 0.1 -0.1 0.0
C -0.1 0.1 0.0
C 0.1 -0.1 0.0
C -0.2 0.0 0.0
H 0.0 -0.1 0.0
H 0.0 0.0 0.0
H 0.0 0.0 0.0
H 0.0 0.0 0.0
H 0.0 0.0 0.0

Properties
HOMO (spin up / spin down)   -13.7 / -13.7 eV
HOMO-LUMO gap (spin up / spin down)   5.57 / 5.79 eV
Net charge   +2
Multiplicity   2
Expectation value of S²   0.757

# 2
This record from the Open Molecules 2025 dataset describes 2 unconnected molecules or ions with the total composition C2H4FNS. The level of theory is ωB97M-V with the def2-TZVPD basis set.

Each line ends with the Löwdin charge.
CARTESIAN COORDINATES (ANGSTROEM)
C1 -0.91873 -1.11923 -0.34340  -0.12
N1 -0.04063 -0.56740 0.56291  0.00
C2 0.55268 0.22587 1.19169  -0.78
S1 1.54573 1.17936 1.95691  0.71
H1 -2.08918 -0.98283 -0.16756  0.13
H2 -0.80210 -0.86807 -1.47787  0.13
H3 -0.77448 -2.11225 -0.25085  0.03
F1 1.54661 2.26105 -1.08417  -0.11
H4 0.98010 1.98350 -0.38767  0.00

Forces on the atoms, in the same order (eV/Å):
C -3.6 1.8 -2.7
N 0.0 1.3 0.4
C 0.4 -0.4 -0.3
S 0.0 0.4 0.5
H 2.5 0.2 0.2
H 0.4 0.0 2.1
H 0.2 -3.6 -0.2
F -0.5 -0.2 0.2
H 0.6 0.3 -0.3

Properties
HOMO   -9.5 eV
HOMO-LUMO gap   9.97 eV
Net charge   0
Multiplicity   1
ΔE to the lowest compared entry with this formula, charge and spin   24.9 kcal per mole

# 3
This record from the Open Molecules 2025 dataset describes C21H22ClN5O3S2 in the gas phase. The level of theory is ωB97M-V with the def2-TZVPD basis set.

Each line ends with the Löwdin charge.
CARTESIAN COORDINATES (ANGSTROEM)
O1 2.02875 0.58952 -0.70928  0.09
C1 1.64073 -0.56186 -0.71351  -0.44
N1 1.94684 -1.42851 -1.71162  0.09
C2 2.60955 -0.95374 -2.90878  -0.11
C3 1.61448 -0.29269 -3.80552  -0.30
N2 0.63261 -0.90981 -4.38106  0.12
N3 -0.10681 0.05371 -4.97591  0.02
C4 0.40210 1.29669 -4.76187  -0.84
S1 -0.18810 2.72488 -5.29283  0.61
N4 1.52979 1.06223 -3.99675  0.03
C5 2.42085 2.05502 -3.54836  -0.27
C6 1.96954 3.05820 -2.70301  -0.03
C7 2.84029 4.04275 -2.27538  -0.06
C8 4.16127 4.03013 -2.68937  -0.07
C9 4.61865 3.03988 -3.54181  -0.09
C10 3.74692 2.05706 -3.97627  -0.57
Cl1 4.30015 0.83731 -5.07843  0.75
C11 0.83615 -1.14669 0.40140  -0.12
C12 -0.18258 -2.07036 0.17929  -0.01
C13 -0.91291 -2.56072 1.24846  -0.06
C14 -0.62151 -2.13005 2.52857  -0.26
S2 -1.59011 -2.76244 3.91007  0.67
O2 -2.11813 -4.03467 3.51507  -0.28
O3 -0.77661 -2.66968 5.08520  -0.28
N5 -2.87507 -1.74733 4.12413  -0.24
C15 -3.96425 -1.80454 3.18066  -0.19
C16 -3.85293 -0.72676 2.10021  -0.17
C17 -3.71518 0.64612 2.75551  -0.20
C18 -2.50239 0.65380 3.68413  -0.17
C19 -2.64355 -0.45741 4.72661  -0.19
C20 0.38547 -1.21348 2.76466  -0.05
C21 1.10846 -0.71297 1.69684  0.01
H1 1.52167 -2.34034 -1.73893  0.13
H2 3.07876 -1.79567 -3.41826  0.13
H3 3.36482 -0.22615 -2.60242  0.11
H4 -0.92674 -0.16930 -5.51457  0.15
H5 0.93870 3.05314 -2.38831  0.12
H6 2.48531 4.81907 -1.61639  0.11
H7 4.84296 4.79664 -2.35458  0.11
H8 5.64307 3.02941 -3.87906  0.11
H9 -0.43031 -2.38841 -0.82337  0.12
H10 -1.69771 -3.28777 1.11009  0.12
H11 -3.95613 -2.80810 2.75510  0.11
H12 -4.89961 -1.66931 3.73643  0.13
H13 -2.97874 -0.91829 1.47414  0.10
H14 -4.74042 -0.75918 1.46668  0.11
H15 -3.60765 1.41792 1.99140  0.11
H16 -4.61646 0.86459 3.33285  0.11
H17 -1.59512 0.49891 3.09635  0.10
H18 -2.41879 1.61517 4.19267  0.11
H19 -1.74691 -0.55524 5.33867  0.11
H20 -3.49219 -0.23572 5.38449  0.13
H21 0.59612 -0.91823 3.78041  0.12
H22 1.89293 0.01329 1.84564  0.12

Forces on the atoms, in the same order (eV/Å):
O 0.1 0.2 0.0
C 0.0 -0.3 0.0
N 0.1 -0.2 -0.1
C -0.1 0.1 0.1
C -0.3 -0.3 -0.1
N 0.5 -0.7 0.3
N 0.7 0.7 0.4
C -0.2 -0.2 -0.2
S -0.3 0.7 -0.3
N -0.7 -0.3 -0.4
C 0.4 0.4 0.1
C 0.1 -0.1 0.0
C -0.1 0.0 0.0
C 0.0 -0.1 -0.1
C 0.1 0.0 0.0
C -0.3 0.1 0.0
Cl 0.1 0.0 -0.1
C -0.2 0.1 0.3
C 0.1 0.1 0.1
C -0.1 -0.2 0.0
C -0.3 -0.3 0.4
S -0.2 0.0 0.1
O -0.1 0.2 -0.3
O 0.1 0.3 -0.1
N 0.8 -0.8 0.0
C -0.3 -0.2 -0.7
C -0.2 0.1 0.2
C 0.3 0.0 -0.2
C -0.3 0.0 0.1
C 0.4 0.6 0.2
C 0.1 0.0 0.1
C 0.0 0.0 -0.1
H 0.0 0.1 0.1
H 0.0 0.1 0.0
H 0.0 -0.2 -0.1
H 0.1 0.1 0.1
H -0.1 0.0 0.0
H 0.0 0.1 0.1
H 0.1 0.1 0.0
H 0.1 0.0 0.0
H 0.0 0.0 -0.1
H -0.1 -0.1 -0.1
H -0.3 0.1 0.0
H 0.1 -0.1 0.0
H -0.1 0.0 0.0
H 0.0 0.0 -0.1
H -0.1 0.0 0.0
H -0.1 0.1 0.0
H 0.0 0.1 0.0
H 0.1 0.0 0.0
H -0.1 0.2 0.1
H 0.1 0.0 0.0
H 0.1 0.1 0.1
H 0.1 0.1 0.0

Properties
HOMO   -8.1 eV
HOMO-LUMO gap   8.06 eV
Net charge   0
Multiplicity   1
ΔE to the lowest compared entry with this formula, charge and spin   1.8 kcal per mole

# 4
This record from the Open Molecules 2025 dataset describes 2 unconnected molecules or ions with the total composition C5H14NS2. The level of theory is ωB97M-V with the def2-TZVPD basis set.

Each line ends with the Löwdin spin population.
CARTESIAN COORDINATES (ANGSTROEM)
C1 1.10611 -0.93677 -3.24277  0.00
C2 0.22194 -0.32150 -2.22313  0.00
C3 -1.06678 -0.58041 -2.18784  0.00
N1 -1.93249 0.01976 -1.13621  0.00
H1 0.58954 -1.64951 -3.87633  0.00
H2 1.55680 -0.17972 -3.88522  0.00
H3 1.93316 -1.44271 -2.74273  0.00
H4 0.65286 0.35287 -1.48941  0.00
H5 -1.61300 -1.19790 -2.88329  0.00
H6 -1.36994 0.36276 -0.33708  0.01
H7 -2.53085 0.77683 -1.48406  0.00
H8 -2.55190 -0.70104 -0.75432  0.00
C4 2.33188 0.07475 2.06838  0.08
S1 0.70730 -0.60309 1.76327  0.58
S2 -0.43484 1.10913 1.71373  0.21
C5 -1.27140 1.05388 3.32886  0.05
H9 2.54995 0.88281 1.36317  0.02
H10 2.28201 0.50574 3.07205  0.02
H11 3.07915 -0.71299 2.00069  0.00
H12 -0.52892 1.24945 4.10006  0.01
H13 -1.99972 1.86287 3.31847  0.00
H14 -1.71087 0.07481 3.51369  0.01

Forces on the atoms, in the same order (eV/Å):
C 0.5 0.1 0.0
C -0.1 -0.2 -0.2
C -0.4 0.2 0.2
N 0.0 -0.3 0.2
H -0.1 -0.1 0.0
H 0.0 0.1 0.0
H 0.0 -0.1 -0.1
H 0.1 0.1 0.0
H 0.0 -0.1 0.0
H -0.4 0.0 -0.5
H 0.1 0.0 -0.1
H -0.1 0.1 -0.1
C 0.1 0.3 -0.5
S -0.4 0.6 0.7
S 0.9 -0.2 0.4
C -0.1 -0.5 0.2
H 0.0 0.0 0.0
H 0.0 -0.1 0.1
H -0.1 -0.1 0.0
H 0.1 0.1 -0.1
H -0.1 -0.1 -0.1
H -0.3 0.1 -0.1

Properties
HOMO (spin up / spin down)   -17.6 / -17.6 eV
HOMO-LUMO gap (spin up / spin down)   9.67 / 5.60 eV
Net charge   +2
Multiplicity   2
Expectation value of S²   0.755
ΔE to the lowest compared entry with this formula, charge and spin   5.0 kcal per mole

# 5
This record from the Open Molecules 2025 dataset describes 2 unconnected molecules or ions with the total composition C7H12. The level of theory is ωB97M-V with the def2-TZVPD basis set.

Each line ends with the Löwdin charge.
CARTESIAN COORDINATES (ANGSTROEM)
C1 1.28524 0.36353 2.09226  -0.04
C2 0.86068 -0.68173 1.04428  -0.22
C3 -0.02323 0.07996 -0.02274  -0.41
C4 -0.43167 1.47362 0.35731  -0.01
C5 0.45357 0.13588 -1.48923  -0.10
C6 -0.23955 -1.05246 -1.11155  -0.20
C7 -1.68184 -1.25950 -1.46391  -0.12
H1 0.42601 1.46886 1.58233  0.12
H2 2.13262 0.84396 1.85070  0.00
H3 1.16247 -0.10864 3.21800  0.12
H4 1.77567 -0.96719 0.53185  0.11
H5 0.42508 -1.54102 1.46983  0.08
H6 -1.54846 1.64652 0.46206  0.08
H7 0.10245 2.35678 -0.06172  0.09
H8 1.49920 0.46218 -1.46519  0.13
H9 -0.03713 0.78117 -2.17746  0.11
H10 -2.47856 -0.56544 -0.95306  0.11
H11 -1.68686 -1.12652 -2.62390  0.09
H12 -1.99567 -2.30997 -1.23987  0.07

Forces on the atoms, in the same order (eV/Å):
C -4.3 -2.6 2.0
C 0.9 4.1 -1.2
C 1.5 -1.6 1.6
C -1.5 -0.8 -0.3
C 1.3 0.0 0.0
C -1.9 1.4 2.1
C -0.5 0.1 -2.4
H -0.1 -1.6 0.9
H 3.3 1.6 -0.2
H 0.5 2.0 -2.7
H 0.3 -0.6 -0.1
H -0.9 -0.8 0.1
H 1.2 0.1 -0.3
H 0.0 -0.8 0.7
H 0.1 -0.8 -0.1
H -0.9 0.6 -0.7
H 1.7 -0.9 -0.9
H -0.8 -0.4 1.7
H 0.2 0.9 -0.2

Properties
HOMO   -6.6 eV
HOMO-LUMO gap   4.99 eV
Net charge   0
Multiplicity   1
ΔE to the lowest compared entry with this formula, charge and spin   226.5 kcal per mole

# 6
This record from the Open Molecules 2025 dataset describes a molecular structure, C23H28N4O5S. The level of theory is ωB97M-V with the def2-TZVPD basis set.

Each line ends with the Löwdin charge.
CARTESIAN COORDINATES (ANGSTROEM)
C1 2.44361 -1.56229 5.40540  0.03
C2 3.44544 -1.45768 4.09567  -0.32
H1 4.14391 -2.32215 4.07860  0.14
H2 3.96831 -0.51751 4.16204  0.12
O1 2.98529 -1.69567 2.95817  0.01
C3 2.13716 -0.62823 2.57158  -0.18
O2 2.04810 0.55894 3.12989  0.05
C4 1.50509 -1.18040 1.13316  0.05
N1 0.39688 -0.29804 0.84666  0.00
C5 0.49100 1.04085 0.21019  -0.30
O3 -0.67842 1.51150 -0.06827  -0.03
C6 1.86499 1.35318 -0.04782  -0.07
N2 1.95231 2.59850 -1.11677  0.04
C7 1.19860 2.08801 -2.34274  -0.47
O4 1.36963 0.85650 -2.65041  -0.01
C8 0.82295 3.22626 -3.13525  -0.35
C9 1.06609 4.67604 -3.16909  -0.06
C10 0.43907 5.22473 -4.25613  -0.06
C11 -0.10037 4.20417 -5.37407  -0.26
S1 -0.00049 2.67421 -4.65716  1.10
H3 -0.45792 4.40464 -6.16151  -0.08
H4 0.28026 6.20516 -4.33558  0.04
H5 1.32590 5.01764 -2.38711  -0.01
H6 1.29725 3.50156 -0.68132  0.20
H7 2.52952 0.46838 -0.61192  0.20
H8 2.29155 1.95277 0.73883  0.12
C12 -0.86568 -0.53910 1.24637  -0.26
C13 -1.11786 -1.20857 2.56642  -0.07
C14 -1.23881 -0.06636 3.75112  0.02
C15 -1.19430 -0.40103 4.96976  -0.05
C16 -1.01183 -1.91994 5.21825  -0.10
N3 -0.69094 -2.83422 4.34485  0.08
C17 -0.87128 -2.40992 3.05283  -0.14
H9 -0.60339 -3.16219 2.42055  0.07
H10 -0.88172 -2.12978 6.34906  0.13
H11 -1.47967 0.16061 5.66891  0.03
H12 -1.23192 0.80751 3.25186  0.06
C18 -1.61518 -1.52868 0.22444  -0.32
O5 -1.48995 -2.91045 0.30081  -0.11
N4 -1.84181 -1.13561 -0.91931  0.05
H13 -1.63839 0.12603 -1.08529  0.28
C19 -2.18801 -1.71328 -2.06943  -0.26
H14 -2.09521 -2.80122 -1.88384  0.15
C20 -3.15602 -1.08301 -2.83418  -0.27
C21 -2.69316 -0.30971 -3.90108  -0.32
C22 -1.45967 -0.81389 -4.65272  -0.18
H15 -0.77180 -0.12037 -5.07789  0.05
C23 -0.78098 -1.37546 -3.36080  -0.02
H16 -0.35008 -2.60258 -3.61872  0.17
H17 -0.17309 -0.94001 -2.76578  -0.04
H18 -1.84224 -1.73765 -5.27253  0.14
H19 -3.44335 0.02833 -4.76326  0.15
H20 -2.37379 0.72012 -3.68202  0.09
H21 -3.91455 -0.56438 -2.18881  0.15
H22 -3.83611 -1.79536 -3.47155  0.17
H23 -1.86745 0.30363 1.12920  0.24
H24 1.14922 -2.11582 1.25665  0.10
H25 2.15854 -1.08022 0.46777  0.04
H26 2.99021 -1.62812 6.30028  0.07
H27 1.75680 -2.32230 5.36074  0.03
H28 1.89780 -0.79804 5.33232  -0.03

Forces on the atoms, in the same order (eV/Å):
C 5.5 -3.7 -2.8
C 4.2 -2.0 9.5
H 0.6 0.7 1.7
H 0.4 0.4 0.2
O -7.0 2.9 -7.8
C 0.3 2.6 -0.5
O 0.4 -7.2 -3.1
C -4.7 4.8 7.7
N 1.9 4.6 -2.5
C -5.7 -4.5 0.7
O 5.4 0.5 0.0
C 3.0 3.2 -4.5
N -4.6 -0.5 0.9
C 4.6 -1.7 1.6
O -1.7 4.4 0.8
C -1.4 0.3 -3.8
C -5.7 -9.0 -9.5
C -0.7 -5.4 -3.6
C 6.9 -0.5 16.4
S 1.2 1.6 0.9
H -5.1 2.8 -10.8
H -0.3 3.8 -0.8
H 3.9 5.4 9.9
H 2.3 -3.5 -1.4
H -2.0 2.6 2.0
H 0.6 -1.0 1.0
C -9.7 -3.1 0.0
C 1.0 5.5 4.7
C 0.7 -4.4 -7.3
C 1.1 -8.8 -1.2
C 1.2 2.1 2.3
N -1.8 2.0 1.6
C 1.1 -0.9 0.0
H 0.3 -1.9 -2.1
H -0.4 -0.2 -1.9
H -1.5 4.4 6.0
H -0.4 3.5 -0.7
C 4.7 -8.8 3.8
O -0.9 5.4 1.0
N -0.1 11.4 -3.1
H -0.9 -4.6 1.0
C 5.6 -4.5 -3.1
H -0.9 0.5 -0.5
C -7.8 -1.8 -1.0
C 0.5 7.1 -6.6
C -1.1 -4.1 3.1
H -0.2 0.6 -0.9
C -4.3 -9.2 -3.2
H -0.9 3.8 1.0
H 4.5 3.6 3.2
H 1.4 1.9 0.6
H 0.6 -1.1 2.0
H 0.0 0.1 1.0
H 0.6 -0.1 -0.6
H 1.0 0.2 1.8
H 4.1 -1.5 0.8
H -0.9 -3.2 0.5
H 5.6 0.4 -5.4
H 0.8 0.1 1.0
H -1.2 -2.6 -0.4
H -4.1 6.6 0.0

Properties
HOMO   -8.2 eV
HOMO-LUMO gap   7.19 eV
Net charge   0
Multiplicity   1
ΔE to the lowest compared entry with this formula, charge and spin   509.6 kcal per mole

The calculation returns the following max |F| values, one per record and in order: 1.92 4.84 1.10 1.04 5.36 17.82 eV Å⁻¹.